## A
C4H5NO3 | wB97M-V/def2-TZVPD

Values from the calculation:
LUMO (eV): -0.20
SMILES: O=CCN(C=O)C=O
HOMO energy (eV): -10.38

Atoms and positions in Å:
O 1.85391 -0.76485 -1.10707
C 1.97865 -0.45951 0.12030
C 0.94208 0.12623 1.05327
N -0.34947 0.00407 0.19786
C -1.13319 -1.21075 0.31237
O -2.17718 -1.29528 -0.33343
C -0.84533 1.26274 -0.10058
O -0.34639 2.36327 -0.32319
H 3.02106 -0.55802 0.70798
H 1.16289 1.07222 1.25728
H 0.43369 -0.43559 1.92934
H -0.54809 -1.99566 0.72066
H -1.91927 1.15124 -0.20291


## B
C4H5NO3 | wB97M-V/def2-TZVPD

Values from the calculation:
LUMO (eV): 0.37
HOMO energy (eV): -9.52

Atoms and positions in Å:
C -0.08366 -0.17930 -0.31853
C 1.37901 0.24690 -0.38979
C 2.34324 -0.39197 0.35351
C -0.91180 0.88918 -0.09762
H -2.42458 -2.26966 -0.06580
H 1.35167 1.24716 -0.81405
H 2.33576 -1.40582 1.25535
H 3.23672 0.28003 -0.11016
H -2.03155 1.72352 1.11546
N -0.61967 -1.32346 -0.58846
O -1.94825 -1.34357 -0.35634
O -1.87371 0.63472 0.75898
O -0.75319 1.89228 -0.74256


## C
C4H5NO3 | wB97M-V/def2-TZVPD

Values from the calculation:
LUMO (eV): 0.38
HOMO energy (eV): -7.69

Atoms and positions in Å:
C 1.65044 0.85308 0.73807
N 0.43564 0.45196 0.07590
C -1.12583 1.01226 0.13327
C -1.16478 -0.79691 -0.67010
C 0.18374 -0.75028 -0.42610
O -1.92581 -0.04455 0.32709
O -1.85802 -1.70759 -1.39385
O -1.36331 2.18115 0.23666
H -1.66195 -2.60073 -1.06750
H 0.94468 -1.47405 -0.69426
H 2.51310 0.37176 0.26480
H 1.62037 0.56527 1.79359
H 1.75173 1.93863 0.68244


## D
C4H5NO3 | wB97M-V/def2-TZVPD

Values from the calculation:
LUMO (spin up / spin down) (eV): -1.40 / -1.60
HOMO energy (spin up / spin down) (eV): -9.11 / -9.41

Atoms and positions in Å:
C -1.72812 -2.32148 0.14866
C -1.17493 -1.28545 0.21959
C 1.81989 0.66026 0.19709
C -0.34656 -0.11629 0.28259
N -1.06507 1.06639 0.02609
O -2.04857 0.89861 -0.64356
O -0.68276 2.13980 0.40204
O 0.83797 -0.13455 0.86529
H -2.40608 -3.18871 0.22518
H 1.60048 1.63502 0.14515
H 1.74235 0.24716 -0.92879
H 2.79886 0.51482 0.53648
H 0.65253 -0.11557 -1.47583


A wins, 0.0234 hartree ahead of the next structure.


## A
C4H14O3 | wB97M-V/def2-TZVPD

Values from the calculation:
LUMO (eV): 0.70
SMILES: C/C=C/C.O.O.O
HOMO energy (eV): -9.47

Atoms and positions in Å:
C -0.10781 -1.52476 -1.73169
C -0.82119 -0.20515 -1.61443
C -0.46248 0.83834 -0.86985
C -1.26716 2.12354 -0.97869
H -0.26667 -2.12103 -0.82740
H -0.53619 -2.07223 -2.56582
H 0.96830 -1.38475 -1.80504
H -1.68251 -0.03756 -2.25320
H 0.38226 0.88689 -0.19569
H -2.33130 1.88013 -1.06313
H -1.10856 2.63006 -1.93620
H -1.10472 2.80641 -0.14910
O 1.30320 -1.03285 2.71096
H 1.45532 -0.55094 3.52967
H 0.40353 -0.79026 2.39943
O -1.29969 -0.80319 1.72225
H -1.17925 -1.75621 1.74788
H -1.05996 -0.48259 0.83465
O 2.91834 0.88879 0.85702
H 2.58036 0.65475 1.72424
H 3.21617 0.05262 0.46416


## B
C4H14O3 | wB97M-V/def2-TZVPD

Values from the calculation:
LUMO (eV): 0.59
SMILES: C=CCC.O.O.O
HOMO energy (eV): -8.86

Atoms and positions in Å:
C -2.27431 1.49895 -1.04959
C -2.69260 0.20307 -0.97979
C -3.99043 -0.04162 -0.30517
C -5.18435 0.46570 -1.10380
H -1.51935 1.66482 -1.81650
H -2.20658 2.20053 -0.21903
H -2.04722 -0.44890 -1.55639
H -4.02728 -1.11869 -0.08614
H -4.05517 0.41827 0.69712
H -5.06477 0.03041 -2.11592
H -6.06841 -0.12770 -0.83902
H -5.42835 1.51427 -0.99798
O 5.65352 0.30902 2.27910
H 5.53279 1.23774 2.31075
H 5.25001 -0.18618 3.01368
O 2.13910 -1.99922 0.79729
H 2.83790 -2.62459 0.96772
H 2.51024 -1.29493 0.24223
O 3.61868 0.02490 -0.34631
H 3.81697 -0.32219 -1.21715
H 4.47055 0.02574 0.10493


## C
C4H14O3 | wB97M-V/def2-TZVPD

Values from the calculation:
LUMO (eV): 0.58
SMILES: CCO.CO.CO
HOMO energy (eV): -9.88

Atoms and positions in Å:
C 1.27066 -0.41480 1.33964
C 2.78173 -0.49964 0.93962
O 3.06226 0.64736 0.35574
H 1.09911 -1.33409 1.89962
H 0.58956 -0.45629 0.48964
H 0.97879 0.50774 1.84147
H 3.00120 -1.44356 0.44066
H 3.39360 -0.51372 1.84157
H 2.57770 0.76938 -0.46396
C -1.32129 -0.87714 0.00110
O -2.05497 -1.37876 1.11830
H -1.27514 0.21184 -0.00829
H -0.30001 -1.22166 0.16356
H -1.77843 -1.27460 -0.90508
H -2.37096 -0.72521 1.74649
C -1.29032 1.29865 -1.58076
O -2.68958 1.43676 -1.91010
H -1.10635 0.22501 -1.62043
H -0.68464 1.84662 -2.30257
H -1.08761 1.56176 -0.54262
H -2.79531 1.63433 -2.84358


A wins, 0.0496 hartree ahead of the next structure.


## A
C4H14O3 | wB97M-V/def2-TZVPD

Values from the calculation:
LUMO (eV): 0.74
SMILES: C/C=C/C.O.O.O
HOMO energy (eV): -9.01

Atoms and positions in Å:
C 0.96814 -1.02641 1.18076
C 1.16419 0.39179 0.79022
C 2.07244 1.21408 1.19962
C 2.83269 2.27235 0.63394
H 0.96612 -1.02168 2.30253
H 1.83458 -1.70935 0.93302
H -0.00917 -1.44248 0.86043
H 0.80284 0.76493 -0.18326
H 2.05614 0.93892 2.27779
H 2.40861 3.34019 0.92925
H 3.94043 2.22108 1.10629
H 3.10162 2.35284 -0.39064
O -2.08918 -0.37561 -0.15905
H -1.47942 -1.04212 -0.47090
H -1.54245 0.17071 0.43995
O -5.65197 1.30170 1.26562
H -4.77961 1.06802 1.47465
H -6.10219 1.58632 2.07461
O 1.85725 -3.14428 -4.18299
H 2.41232 -3.76899 -4.68219
H 1.23666 -2.82367 -4.88740


## B
C4H14O3 | wB97M-V/def2-TZVPD

Values from the calculation:
LUMO (eV): 0.38
SMILES: C/C=C/C.O.O.O
HOMO energy (eV): -9.09

Atoms and positions in Å:
C 2.15280 -0.69981 2.23863
C 0.96990 0.21983 2.04460
C -0.20245 0.06597 2.65463
C -1.36030 0.99948 2.49661
H 1.79040 -1.36256 3.00354
H 2.38373 -1.28044 1.34687
H 3.03807 -0.10379 2.46022
H 1.17598 0.97263 1.27118
H -0.25959 -0.81007 3.36844
H -2.17782 0.54024 3.06768
H -1.71649 1.29419 1.47875
H -1.14637 1.95164 2.99544
O 0.73748 -2.60170 -2.68693
H 0.35068 -1.74446 -2.46359
H 0.66838 -3.00551 -1.81160
O -1.71539 0.70284 -4.74255
H -0.80004 0.62254 -4.45903
H -1.57668 0.91887 -5.67260
O -0.47974 1.17907 -1.96898
H -0.44143 0.69501 -2.79118
H -1.39113 1.44602 -1.83011


## C
C4H14O3 | wB97M-V/def2-TZVPD

Values from the calculation:
LUMO (eV): 0.72
SMILES: C/C=C/C.O.O.O
HOMO energy (eV): -9.22

Atoms and positions in Å:
C -0.11892 -1.66246 0.99923
C 1.15554 -1.16870 0.37181
C 1.20745 -0.06255 -0.37037
C 2.51317 0.43349 -0.92811
H -0.41589 -1.09701 1.87885
H -0.07302 -2.71227 1.27955
H -0.95217 -1.62861 0.29395
H 2.02709 -1.80103 0.47592
H 0.31373 0.26348 -0.89567
H 2.64312 0.25057 -1.99709
H 2.62122 1.50983 -0.79113
H 3.34587 -0.05121 -0.43668
O -2.88006 0.73142 0.19173
H -2.19140 1.02836 0.79972
H -2.79251 -0.22474 0.15222
O -0.76537 1.48824 2.27719
H -0.39871 2.33174 2.55390
H -0.13420 1.04619 1.69481
O -1.34164 0.28359 -2.47797
H -1.65680 1.13531 -2.14851
H -2.10652 -0.09363 -2.92334


C wins, 0.0209 hartree ahead of the next structure.


## A
C3H6F2O | wB97M-V/def2-TZVPD

Values from the calculation:
LUMO (eV): 0.80
SMILES: C=C(O)F.CF
HOMO energy (eV): -9.12

Atoms and positions in Å:
C -3.09231 -0.14052 0.23388
C -1.83746 -0.41585 -0.12716
O -1.17773 -1.54161 0.09133
F -1.10260 0.58029 -0.74489
H -3.64619 -1.03496 0.68947
H -3.61709 0.69354 0.00585
H -0.25672 -1.34774 -0.09908
C 2.36772 -0.00985 0.24890
F 1.78899 -0.47925 -0.90576
H 1.88309 0.88442 0.54272
H 3.43812 -0.13279 -0.05441
H 2.02509 -0.71123 1.10521


## B
C3H6F2O | wB97M-V/def2-TZVPD

Values from the calculation:
LUMO (eV): 0.79
SMILES: OCCC(F)F
HOMO energy (eV): -10.62

Atoms and positions in Å:
O 0.31061 -2.16828 -0.67241
C 1.02225 -0.93877 -0.69990
C 0.32593 0.38389 -0.88153
C -0.63706 0.58155 0.36131
F -1.22536 1.73679 0.43432
F 0.14055 0.52756 1.53208
H -0.08601 -2.50330 -1.44768
H 1.86440 -1.00308 -1.47564
H 1.58753 -1.02316 0.22061
H -0.22182 0.43640 -1.79440
H 1.25222 1.07923 -0.87336
H -1.38456 -0.17900 0.37286


B wins, 0.0370 hartree ahead of the next structure.


## A
C7H9N | wB97M-V/def2-TZVPD

Values from the calculation:
LUMO (eV): 1.06
SMILES: Cc1[nH]cc2c1CC2
HOMO energy (eV): -7.82

Atoms and positions in Å:
C 2.31179 -0.92535 -0.00042
C 1.07982 -0.11751 -0.02561
N 1.18603 1.28770 -0.02685
C -0.04782 1.89624 0.00063
C -0.96450 0.88993 -0.05013
C -0.26171 -0.33575 -0.10261
C -1.53824 -1.20077 0.00744
C -2.33237 0.17186 -0.01539
H 2.11096 -2.02009 -0.01628
H 2.97889 -0.69883 -0.85693
H 2.85416 -0.69102 0.90146
H 2.06881 1.75777 -0.02446
H -0.14901 2.96062 0.11536
H -1.71540 -1.93150 -0.78647
H -1.69724 -1.71680 0.96639
H -2.97135 0.35101 0.85334
H -2.91283 0.32250 -0.93947


## B
C7H9N | wB97M-V/def2-TZVPD

Values from the calculation:
LUMO (eV): 0.29
SMILES: C#C[C@H]1[C@H](C=C)N1C
HOMO energy (eV): -8.17

Atoms and positions in Å:
C 2.68290 -1.46838 -0.05196
C 1.50277 -1.06441 -0.14715
C 0.14042 -0.48631 -0.63366
C -0.50255 0.00052 0.67492
C -1.84750 -0.31818 0.74749
C -2.76056 -0.52217 -0.48496
N -0.07118 0.91110 -0.37832
C 1.05829 1.79278 -0.03100
H 3.77022 -1.43541 0.53734
H -0.29074 -0.86520 -1.65697
H 0.12604 -0.35242 1.66406
H -1.96448 -0.89337 1.77104
H -2.58355 -0.04876 -1.35170
H -3.58757 -1.55198 -0.65579
H 1.48436 2.15717 -0.86035
H 0.78856 2.76548 0.47693
H 2.05456 1.37955 0.38011


## C
C7H9N | wB97M-V/def2-TZVPD

Values from the calculation:
LUMO (eV): 1.10
HOMO energy (eV): -7.47

Atoms and positions in Å:
C -0.27901 0.04620 0.63375
C 0.44731 -1.16650 0.33675
C 2.13221 0.67726 -0.60439
C 0.76821 -0.48382 1.42192
C -1.17334 1.02523 0.48613
C 0.85586 -2.31891 -0.47426
C -2.21926 1.12661 -0.61330
N 2.06796 1.75256 -0.13824
H 1.22629 -0.50996 2.39024
H -1.30631 1.72174 1.28845
H 1.03107 -2.03710 -1.62951
H 0.14625 -3.11335 -0.39536
H 1.82061 -2.86291 -0.22931
H -2.49340 2.22580 -0.77221
H -3.19649 0.69514 -0.56049
H -1.72551 0.57329 -1.46635
H 1.89754 2.64872 0.32617


A wins, 0.1389 hartree ahead of the next structure.


## A
C7H9N | wB97M-V/def2-TZVPD

Values from the calculation:
LUMO (eV): 0.81
SMILES: [H]/N=C\CC1C=CC=C1
HOMO energy (eV): -8.74

Atoms and positions in Å:
H -2.34701 0.48915 -3.11732
N -1.62632 -0.38557 -2.66365
C -1.13311 -0.28396 -1.48816
C -1.28241 0.65161 -0.33065
C -0.08923 0.45540 0.58153
C 1.21396 0.62284 -0.07336
C 2.17266 -0.28163 0.43718
C 1.40659 -1.07984 1.46928
C 0.08275 -0.70545 1.58874
H -0.72006 -1.22356 -1.16916
H -1.47749 1.52780 -0.81658
H -1.97762 0.32488 0.53745
H 0.18126 1.48962 1.12445
H 1.27757 1.53151 -0.85919
H 3.23482 -0.15032 0.15842
H 1.66889 -1.93982 2.19330
H -0.58523 -1.04267 2.42772


## B
C7H9N | wB97M-V/def2-TZVPD

Values from the calculation:
LUMO (spin up / spin down) (eV): 0.63 / 0.63
HOMO energy (spin up / spin down) (eV): -7.85 / -7.84

Atoms and positions in Å:
C 2.68322 0.08568 -0.32252
C 2.05527 1.23043 -0.39957
C 1.93881 -1.08074 0.18140
C -1.07317 0.67610 1.25733
C -1.29888 0.43071 -0.21483
C 0.00373 0.10573 0.41397
C -2.22402 -0.66910 -0.67843
N 0.71660 -1.01018 0.50880
H 3.70962 -0.14656 -0.58824
H 2.25989 2.21190 -0.75362
H 2.43704 -2.03553 0.26200
H -0.97198 1.69581 1.59798
H -1.54650 0.01646 1.97373
H -1.31388 1.31109 -0.84544
H -2.24468 -0.71011 -1.76565
H -3.23744 -0.48013 -0.32697
H -1.89365 -1.63154 -0.29993


A wins, 0.0169 hartree ahead of the next structure.